(w)
The molecule C2H4N2S. Source: OMol25; level of theory: ωB97M-V with the def2-TZVPD basis set.

CARTESIAN COORDINATES (ANGSTROEM)
C1 -0.857 0.039 0.033
C2 -2.055 -0.535 -0.042
H1 -2.953 0.189 0.047
H2 3.478 1.111 0.128
S1 0.656 -0.895 -0.247
N1 2.838 0.312 -0.066
N2 1.623 0.535 0.059
H3 -0.570 0.911 0.492
H4 -2.160 -1.667 -0.402

Output
Gap between HOMO and LUMO (eV): 9.4371
SMILES string: [H]/N=N/SC=C
Lowest unoccupied orbital energy (eV): 0.6

***

(x)
A cluster of 2 separate species, C2H4N2S in total. Source: OMol25; level of theory: ωB97M-V with the def2-TZVPD basis set.

CARTESIAN COORDINATES (ANGSTROEM)
S1 -1.687 -0.509 0.269
H1 -2.203 1.422 -1.289
H2 -1.058 -0.771 1.334
C1 2.209 -0.365 -0.197
N1 -1.160 1.466 -1.208
H3 1.827 0.446 -0.826
N2 2.739 -1.025 0.609
H4 -0.789 2.099 -1.928
C2 -0.461 0.638 -0.404

Output
Gap between HOMO and LUMO (eV): 9.7686
Lowest unoccupied orbital energy (eV): 0.6

***

What should be chosen as the most stable of them? Choose (x).

***

(w)
The molecule C4H8N2OS. Source: OMol25; level of theory: ωB97M-V with the def2-TZVPD basis set.

CARTESIAN COORDINATES (ANGSTROEM)
H1 -1.101 1.927 0.226
H2 -1.902 -1.858 0.540
H3 -1.419 1.104 -1.611
C1 1.110 0.234 1.377
H4 1.433 0.187 2.398
N1 -0.091 0.026 1.214
C2 -1.080 -1.534 -0.302
N2 -0.439 -0.210 -0.171
H5 2.389 1.593 -1.271
H6 -0.344 -2.406 -0.253
H7 -2.558 0.517 -0.010
H8 -1.637 -1.560 -1.323
S1 3.196 -0.794 -0.193
C3 -1.471 0.840 -0.385
C4 2.067 0.378 0.166
O1 1.849 1.554 -0.402

Output
Gap between HOMO and LUMO (eV): 8.9752
SMILES string: CN(C)/N=C\C(O)=S
Lowest unoccupied orbital energy (eV): 0.1

***

(x)
A structure of composition C4H8N2OS. Source: OMol25; level of theory: ωB97M-V with the def2-TZVPD basis set.

CARTESIAN COORDINATES (ANGSTROEM)
C1 0.184 0.785 -0.188
H1 3.155 -0.468 -1.330
H2 2.572 1.230 -1.791
O1 -0.529 1.240 0.922
H3 0.510 1.771 -0.788
C2 1.452 0.156 0.008
H4 0.762 -1.119 1.503
N1 1.484 -1.107 0.671
C3 2.151 0.133 -1.334
N2 -1.785 -0.719 0.543
H5 1.969 0.889 0.581
C4 -1.345 0.171 1.386
S1 -1.140 -0.318 -0.843
H6 -1.579 0.476 2.342
H7 1.176 -1.980 -0.015
H8 1.357 -0.309 -2.116

Output
Gap between HOMO and LUMO (eV): 9.2214
Lowest unoccupied orbital energy (eV): 0.7

***

What should be chosen as the most stable of them? Choose (x).

***

(w)
A structure of composition C4H8N2OS. Source: OMol25; level of theory: ωB97M-V with the def2-TZVPD basis set.

CARTESIAN COORDINATES (ANGSTROEM)
H1 2.467 -0.889 1.326
N1 0.588 0.166 1.507
N2 0.809 0.207 -0.942
O1 -1.137 -1.135 -2.184
H2 0.102 -0.036 -1.717
H3 -1.759 1.791 -1.197
C1 0.110 0.218 0.306
C2 -1.383 -0.211 0.111
H4 -2.548 -1.970 -0.895
H5 -1.660 -0.660 1.021
C3 2.067 0.393 1.564
C4 -1.670 -1.124 -1.102
H6 2.479 1.222 0.581
S1 -2.310 1.205 -0.150
H7 2.079 0.766 2.716
H8 1.765 0.057 -0.946

Output
Gap between HOMO and LUMO (eV): 9.4343
Lowest unoccupied orbital energy (eV): 0.4

***

(x)
The molecule C4H8N2OS. Source: OMol25; level of theory: ωB97M-V with the def2-TZVPD basis set.

CARTESIAN COORDINATES (ANGSTROEM)
C1 0.383 -1.639 -0.199
H1 3.049 -1.158 1.998
H2 0.217 1.332 -1.472
H3 -0.222 1.526 1.168
C2 -1.805 1.759 -0.814
N1 -0.443 0.638 0.629
O1 2.391 -1.313 1.218
S1 -2.219 3.134 -1.597
H4 -0.745 -1.959 -0.274
H5 0.926 -1.419 -1.172
C3 0.459 -0.492 0.593
C4 -0.715 0.865 -0.873
H6 -1.075 -0.083 -1.363
N2 1.444 -0.316 1.461
H7 -2.528 1.555 0.141
H8 0.884 -2.429 0.557

Output
Gap between HOMO and LUMO (eV): 8.1721
SMILES string: C/C(=N\O)NCC=S
Lowest unoccupied orbital energy (eV): -0.3

***

(y)
The molecule C4H8N2OS. Source: OMol25; level of theory: ωB97M-V with the def2-TZVPD basis set.

CARTESIAN COORDINATES (ANGSTROEM)
H1 2.436 1.205 -1.502
O1 0.635 -0.523 3.301
S1 -0.015 1.755 -1.165
C1 -1.226 -0.557 -0.617
H2 0.654 -1.406 3.656
H3 0.940 1.256 1.483
H4 -1.636 -0.297 -1.647
N1 0.206 -0.635 2.055
C2 0.329 0.363 1.212
N2 -1.691 -1.713 0.024
C3 -0.317 0.357 -0.157
H5 -2.917 -1.853 -0.136
H6 -1.787 -1.504 1.195
C4 1.497 1.259 -2.125
H7 1.708 2.017 -2.902
H8 1.186 0.275 -2.675

Output
Gap between HOMO and LUMO (eV): 8.9120
SMILES string: CSC(/C=N/O)=C/N
Lowest unoccupied orbital energy (eV): 0.6

***

(z)
The molecule C4H8N2OS. Source: OMol25; level of theory: ωB97M-V with the def2-TZVPD basis set.

CARTESIAN COORDINATES (ANGSTROEM)
C1 -0.882 0.849 0.269
H1 -0.651 0.987 -1.609
H2 -3.017 0.621 -0.078
H3 2.086 -1.857 -0.224
H4 -2.456 -0.125 1.466
H5 -0.706 1.529 1.154
O1 -0.847 1.671 -0.895
S1 -1.880 -1.559 -0.353
N1 2.534 -0.959 -0.318
H6 1.874 1.038 -0.226
C2 -2.171 0.078 0.373
N2 -0.175 -1.450 -0.087
C3 0.175 -0.244 0.146
C4 1.667 0.075 0.301
H7 1.855 0.153 1.409
H8 2.595 -0.806 -1.327

Output
Gap between HOMO and LUMO (eV): 9.3602
SMILES string: NCC1=NSC[C@@H]1O
Lowest unoccupied orbital energy (eV): 0.6

***

What should be chosen as the most stable of them? Choose (z).